--- 1 ---
This record from the Open Molecules 2025 dataset describes 2 unconnected molecules or ions with the total composition CH5NO2Si. The level of theory is ωB97M-V/def2-TZVPD.

Its gap between HOMO and LUMO is 8.44 eV. The LUMO energy comes out at -0.357 eV.

Each line ends with the Mulliken charge.
CARTESIAN COORDINATES (ANGSTROEM)
C  -0.15  -0.35  -1.53  -0.91
N  0.64  -0.22  1.89  0.45
O  1.79  -0.04  2.30  -0.50
O  -0.29  -0.88  2.31  -0.45
Si  -0.30  0.85  -0.15  0.66
H  -0.48  -0.26  -2.50  0.42
H  0.93  -0.68  -1.64  0.26
H  -0.75  -1.17  -1.01  0.24
H  -1.69  0.67  0.28  -0.07
H  0.31  2.07  0.04  -0.12

--- 2 ---
This record from the Open Molecules 2025 dataset describes a single CH5NO2Si molecule. The level of theory is ωB97M-V/def2-TZVPD.

The SMILES is CN(O)[SiH]=O. Its gap between HOMO and LUMO is 9.78 eV. The LUMO energy comes out at 0.442 eV.

Each line ends with the Mulliken charge.
CARTESIAN COORDINATES (ANGSTROEM)
C  -1.32  0.47  0.17  -0.79
N  0.13  0.20  0.09  0.30
O  0.93  1.23  0.84  -0.50
Si  0.91  -1.10  -0.72  0.40
O  2.43  -1.05  -0.76  -0.56
H  -1.52  1.27  -0.48  0.29
H  -2.06  -0.45  -0.14  0.26
H  -1.47  0.54  1.24  0.31
H  1.91  1.02  0.85  0.37
H  0.06  -2.13  -1.09  -0.07

On energetic grounds, 2 is preferred over the next structure by 2.401 eV.